Entry 1:
Molecular formula: C34H14F4IrN8O4
Method: DFT, ωB97M-V/def2-TZVPD

## Properties
**Total charge**: +1
**E_LUMO (spin up / spin down)**: -3.56 / -7.11 eV
**E_tot**: -69294.0037 eV
**HOMO-LUMO gap (spin up / spin down)**: 7.91 / 4.55 eV
**Highest occupied orbital energy (spin up / spin down)**: -11.47 / -11.66 eV
**⟨S²⟩**: 6.05
**2S+1**: 5

Positions of all 65 atoms, in Å:
F1 -1.59 3.94 -1.66
C1 -2.77 7.26 -6.65
C2 2.85 -0.11 1.17
C3 -2.68 3.09 -3.57
H1 -0.36 1.12 4.85
C4 -2.00 5.43 -3.42
N1 1.92 -0.57 -1.04
H2 5.00 -1.25 0.09
H3 -3.15 -4.46 -3.69
C5 3.20 -1.68 -2.73
H4 3.23 -2.08 -3.74
O1 1.85 0.54 3.69
C6 4.19 -1.22 -0.62
N2 -1.14 -1.66 -2.03
N3 -4.19 -0.16 -3.76
C7 -2.58 -3.67 -3.22
C8 -2.92 1.58 2.69
C9 -1.80 1.36 -2.06
C10 -2.27 1.50 3.91
O2 3.79 0.05 1.90
H5 5.22 -2.22 -2.23
H6 -2.75 -4.45 -1.21
H7 -2.68 1.42 0.56
H8 -0.20 0.22 -3.69
C11 2.04 -1.08 -2.27
F2 -1.41 6.39 -2.71
C12 -2.25 -2.57 -5.41
H9 -2.80 1.68 4.83
N4 -0.92 1.01 1.55
C13 -1.66 -2.60 -1.32
F3 -3.76 2.40 -5.55
C14 -2.69 1.76 -3.01
N5 -1.27 9.04 -4.26
C15 -1.76 8.10 -4.71
C16 -2.06 -2.63 -4.01
C17 -0.75 -0.58 -4.16
C18 -2.20 1.34 1.53
C19 1.16 0.52 2.70
N6 1.53 0.15 1.43
O3 -2.14 -3.44 0.84
C20 -1.53 -2.58 0.25
H10 -2.84 -3.34 -5.88
C21 -0.92 1.19 3.93
O4 -0.82 -1.66 0.72
C22 -1.69 -1.56 -6.15
C23 -3.53 0.73 -3.46
H11 -1.84 -1.52 -7.21
C24 -2.38 -3.68 -1.87
C25 4.30 -1.76 -1.90
H12 1.18 -1.01 -2.91
C26 -2.35 7.00 -5.33
Ir1 0.22 0.26 -0.02
C27 -0.93 -0.57 -5.52
H13 -0.50 0.22 -6.12
C28 -2.49 5.72 -4.72
N7 -3.06 7.51 -7.73
H14 -3.97 1.83 2.63
C29 -0.29 0.92 2.72
C30 -3.20 3.38 -4.84
C31 -1.30 -1.61 -3.37
N8 -1.02 0.87 -1.34
C32 2.99 -0.65 -0.24
C33 -3.10 4.64 -5.40
F4 -3.59 4.81 -6.62
C34 -2.08 4.17 -2.88



Entry 2:
Molecular formula: C34H18F5MoN6O2S
Method: DFT, ωB97M-V/def2-TZVPD

## Properties
**Total charge**: +1
**E_LUMO (spin up / spin down)**: -4.29 / -4.29 eV
**E_tot**: -74861.4234 eV
**HOMO-LUMO gap (spin up / spin down)**: 7.00 / 6.99 eV
**Highest occupied orbital energy (spin up / spin down)**: -11.28 / -11.28 eV

Positions of all 67 atoms, in Å:
O1 1.45 -0.83 1.02
H1 1.65 2.81 3.60
C1 -4.09 -4.42 1.96
H2 1.38 1.86 1.34
C2 -3.23 -4.31 3.01
H3 0.81 -2.66 4.53
H4 -2.40 -2.64 -0.39
C3 1.04 -1.92 -2.87
O2 2.38 -1.17 3.05
C4 -1.75 -2.89 1.66
C5 -4.31 -0.36 0.52
N1 -0.63 -2.11 1.55
H5 0.49 2.19 -5.19
H6 -5.58 -0.44 2.24
F1 2.70 -0.90 -1.53
C6 -1.12 -3.45 3.94
S1 0.01 -2.34 -1.50
C7 -1.11 0.65 -2.64
C8 1.49 -1.32 2.28
H7 -0.12 2.32 5.32
C9 0.77 2.23 3.36
H8 -7.41 -1.09 -1.60
C10 0.66 -2.29 -4.15
C11 2.66 -1.38 -5.10
C12 -1.45 0.81 2.60
F2 1.06 -2.40 -6.47
C13 2.26 -1.27 -2.75
C14 -5.51 -0.52 1.17
H9 1.66 1.59 -1.13
F3 4.22 -0.35 -3.67
C15 -2.64 -3.06 0.57
C16 -2.96 -0.06 1.05
C17 0.30 1.81 -4.20
C18 -3.77 -3.80 0.72
H10 -2.16 1.07 4.58
H11 -4.44 -3.93 -0.12
H12 -5.00 -5.00 2.06
C19 -6.63 -0.79 0.38
N2 -0.45 0.98 1.72
N3 -0.16 0.77 -1.68
H13 2.15 2.55 -3.34
C20 -6.52 -0.87 -1.01
Mo1 -0.14 -0.56 0.03
F4 -0.51 -2.91 -4.35
C21 -1.34 1.27 3.91
C22 -0.87 1.14 -3.92
C23 -2.03 -3.55 2.88
C24 0.04 -2.74 3.77
H14 -5.22 -0.72 -2.74
F5 3.42 -1.11 -6.15
C25 0.96 1.48 -1.94
H15 -1.65 1.00 -4.65
C26 1.45 -2.04 -5.26
C27 -2.80 -0.15 -1.23
C28 -5.31 -0.68 -1.66
C29 1.23 2.01 -3.18
C30 -4.21 -0.43 -0.87
C31 0.22 -2.09 2.56
C32 -0.22 1.97 4.30
N4 -2.69 0.24 2.25
H16 -3.43 -4.80 3.95
N5 -2.37 0.10 -2.40
H17 -1.33 -3.96 4.88
H18 -7.59 -0.94 0.85
N6 -2.07 -0.12 -0.03
C33 3.07 -1.00 -3.83
C34 0.61 1.72 2.09



Entry 3:
Molecular formula: C34H18IN9PbSe
Method: DFT, ωB97M-V/def2-TZVPD

## Properties
**E_LUMO (spin up / spin down)**: -2.01 / -2.01 eV
**E_tot**: -127655.3863 eV
**HOMO-LUMO gap (spin up / spin down)**: 4.80 / 4.80 eV
**Highest occupied orbital energy (spin up / spin down)**: -6.81 / -6.81 eV

Positions of all 64 atoms, in Å:
Se1 -0.81 1.97 2.98
C1 2.49 2.47 -5.56
C2 -2.56 -2.19 5.56
H1 0.80 -2.62 5.11
C3 1.79 1.37 -3.58
H2 -3.32 -2.33 6.32
H3 7.19 -2.19 0.02
N1 -1.97 0.52 -0.43
C4 -1.24 -2.54 5.84
C5 2.83 1.75 -4.44
C6 4.00 -1.15 -0.03
C7 -3.01 -0.03 0.22
H4 -0.90 2.70 -5.21
C8 6.16 -2.04 0.33
H5 5.63 -0.91 -1.42
C9 0.19 -1.45 2.50
C10 5.31 -1.32 -0.48
C11 -0.60 -1.82 3.68
C12 -5.49 -0.46 -0.41
H6 -0.99 -2.94 6.81
H7 4.10 -2.86 2.92
H8 0.04 3.20 -0.86
N2 -3.03 -0.54 1.46
C13 0.47 1.71 -3.86
C14 3.58 -1.70 1.18
C15 -0.23 -2.36 4.90
C16 -6.38 -0.33 -1.45
C17 -2.37 0.83 -1.73
C18 5.74 -2.60 1.55
H9 6.44 -3.15 2.15
C19 -5.99 0.22 -2.68
N3 2.87 0.17 -1.73
C20 2.87 -0.44 -0.59
H10 1.76 2.64 -0.61
C21 0.82 2.95 -0.16
C22 1.78 0.68 -2.32
C23 2.19 -1.31 1.36
C24 1.15 2.81 -5.84
H11 0.93 3.38 -6.74
H12 -3.94 -1.37 4.11
H13 -5.78 -0.89 0.54
N4 0.49 0.60 -1.86
C25 4.44 -2.44 1.99
C26 -0.32 1.22 -2.76
N5 1.80 -0.57 0.31
N6 -1.66 1.26 -2.72
C27 0.34 2.35 4.37
N7 -0.65 -0.90 1.55
C28 -1.91 -1.48 3.40
C29 -2.93 -1.65 4.33
C30 0.13 2.44 -5.00
C31 -4.19 -0.01 -0.63
N8 1.47 -1.67 2.42
H14 3.26 2.78 -6.25
H15 -4.38 1.05 -3.85
Pb1 0.11 0.89 0.42
C32 -3.80 0.53 -1.84
I1 1.14 4.32 1.31
C33 -4.69 0.65 -2.90
H16 -7.41 -0.66 -1.32
N9 1.05 2.57 5.25
H17 -6.72 0.30 -3.48
C34 -1.92 -0.89 2.06
H18 3.86 1.49 -4.23